1.
The following is a quantum chemistry calculation of a 2-piece molecular cluster, Cl2HISi overall, from OMol25.

Calculated values
- LUMO level: -0.96 eV
- Kohn-Sham gap: 8.13 eV
- Net charge: 0
- Highest occupied orbital energy: -9.09 eV

Geometry (Å):
Si (1.6880, 0.2778, -0.9715)
Cl (0.7745, 1.2729, 0.4761)
Cl (-2.2792, 0.0230, -0.4381)
I (2.1212, -1.9618, 0.0195)
H (-2.3045, 0.3882, 0.9140)

=====

2.
The following is a quantum chemistry calculation of one molecule with the formula C24H18N4O3, from OMol25.

Calculated values
- LUMO level: -0.03 eV
- Kohn-Sham gap: 8.07 eV
- SMILES string: O=C(O)/C(=C\c1cn(-c2ccccc2)nc1-c1cccnc1)NC(=O)c1ccccc1
- Net charge: 0
- Highest occupied orbital energy: -8.10 eV

Geometry (Å):
O (-1.9183, -2.5980, -0.2886)
C (-0.9396, -1.9389, -0.0105)
O (0.2998, -2.3728, -0.2324)
C (-1.0418, -0.6321, 0.6823)
C (-0.0644, 0.2907, 0.7839)
C (1.2019, 0.2803, 0.0947)
C (2.4283, 0.6350, 0.6180)
N (3.3482, 0.5047, -0.3672)
C (4.7264, 0.7320, -0.3153)
C (5.3409, 1.2420, 0.8243)
C (6.7084, 1.4486, 0.8305)
C (7.4701, 1.1547, -0.2877)
C (6.8562, 0.6510, -1.4233)
C (5.4919, 0.4387, -1.4417)
N (2.7779, 0.1094, -1.5078)
C (1.4893, -0.0303, -1.2696)
C (0.5573, -0.4269, -2.3130)
C (-0.7266, 0.1077, -2.4048)
C (-1.5730, -0.3520, -3.3978)
C (-1.1052, -1.3251, -4.2689)
N (0.1184, -1.8239, -4.2061)
C (0.9242, -1.3855, -3.2598)
N (-2.3166, -0.4857, 1.2309)
C (-2.8420, 0.5768, 1.9052)
O (-2.2024, 1.5607, 2.2239)
C (-4.2839, 0.4198, 2.2509)
C (-4.7465, 1.0744, 3.3898)
C (-6.0738, 0.9795, 3.7621)
C (-6.9568, 0.2422, 2.9902)
C (-6.5090, -0.3921, 1.8429)
C (-5.1790, -0.3083, 1.4713)
H (0.2741, -3.2360, -0.6759)
H (-0.2572, 1.1517, 1.4101)
H (2.6768, 0.9250, 1.6173)
H (4.7645, 1.4835, 1.7030)
H (7.1802, 1.8447, 1.7173)
H (8.5367, 1.3193, -0.2741)
H (7.4436, 0.4216, -2.2994)
H (4.9943, 0.0502, -2.3154)
H (-1.0471, 0.8784, -1.7182)
H (-2.5736, 0.0394, -3.4966)
H (-1.7321, -1.7220, -5.0564)
H (1.9158, -1.8166, -3.2340)
H (-2.9174, -1.2775, 1.0265)
H (-4.0444, 1.6524, 3.9715)
H (-6.4219, 1.4832, 4.6515)
H (-7.9954, 0.1682, 3.2766)
H (-7.2003, -0.9537, 1.2320)
H (-4.8571, -0.7886, 0.5580)

=====

3.
The following is a quantum chemistry calculation of C9H28BO3Rb3 as an isolated structure, from OMol25.

Calculated values
- LUMO level: -7.18 eV
- Kohn-Sham gap: 7.12 eV
- Net charge: +2
- Highest occupied orbital energy: -14.30 eV

Geometry (Å):
Rb (32.0798, 9.0113, -15.7412)
Rb (27.8958, 8.3093, -15.3290)
Rb (31.0728, 10.4027, -11.8209)
B (29.6419, 11.0278, -14.6594)
H (29.7704, 9.9348, -14.4309)
H (29.8920, 11.7342, -13.7960)
H (30.2990, 11.2014, -15.5887)
H (28.5688, 11.2072, -15.0249)
C (32.9153, 15.7614, -15.6888)
C (31.6207, 15.2307, -15.1381)
C (30.4202, 16.0590, -15.5444)
O (31.4556, 13.8899, -15.6676)
H (33.7394, 15.0832, -15.4587)
H (33.0947, 16.8120, -15.4909)
H (32.8733, 15.6683, -16.7832)
H (31.6444, 15.0614, -14.0552)
H (29.5244, 15.7134, -15.0247)
H (30.3349, 16.0324, -16.6302)
H (30.5336, 17.1076, -15.2563)
H (30.7147, 13.4018, -15.3042)
C (25.8477, 12.2987, -14.3091)
C (26.6702, 13.5452, -13.9540)
C (25.8923, 14.6549, -13.2728)
O (27.7486, 13.1131, -13.1257)
H (25.7140, 11.6004, -13.4805)
H (26.2447, 11.7978, -15.1952)
H (24.8091, 12.5736, -14.5296)
H (27.0851, 13.9676, -14.8784)
H (26.5852, 15.4152, -12.9112)
H (25.4298, 14.2740, -12.3546)
H (25.0932, 15.0784, -13.8727)
H (28.3198, 12.5354, -13.6316)
C (28.4331, 13.0085, -18.1664)
C (28.6796, 11.5673, -18.6082)
C (30.1192, 11.4254, -19.0447)
O (28.3553, 10.6849, -17.5209)
H (27.4969, 13.2606, -17.6639)
H (28.4732, 13.6921, -19.0193)
H (29.2258, 13.3369, -17.4863)
H (28.0309, 11.2380, -19.4177)
H (30.3824, 11.8825, -19.9963)
H (30.4464, 10.3793, -19.0166)
H (30.8068, 11.9217, -18.3426)
H (28.8242, 10.9604, -16.7234)

=====

The records above give, respectively, energy above the lowest of the compared OMol25 structures with the same formula, charge and spin values of 169.3; 201.5; 0.0 kJ/mol.